Density functional theory data (wB97M-V/def2-TZVPD) for an isolated molecule of C4H7NO2.

The geometry in XYZ format:
```
14
Properties=species:S:1:pos:R:3:forces:R:3:mulliken_charge:R:1
O -1.24982 -1.22526 -1.46878 -0.622 -0.361 -0.060 -0.421
O -0.03955 1.31461 2.12414 -0.586 0.082 -0.390 -0.512
N -0.07494 -0.89271 -0.79028 0.384 -0.025 0.001 -0.145
C 0.08882 -1.31923 0.53704 0.399 -0.126 0.003 -0.434
C 0.09579 0.22169 0.07666 0.002 0.194 -0.020 0.568
C 0.96512 1.29577 -0.58135 0.194 -0.091 0.189 -1.124
C -0.66117 0.71049 1.27690 -0.127 0.137 0.109 -0.265
H -0.86112 -1.63502 1.00766 0.473 0.461 0.095 0.299
H -1.70748 0.40831 1.43657 -0.130 0.021 -0.069 0.450
H 0.94849 -1.87828 0.88304 0.271 0.026 -0.350 0.266
H 0.30181 1.72389 -1.35509 0.192 -0.167 0.264 0.294
H 1.25153 2.10840 0.08600 0.053 -0.239 0.067 0.348
H -0.86879 -1.81490 -2.13511 -0.475 0.168 -0.097 0.359
H 1.83189 0.90188 -1.11351 -0.028 -0.080 0.258 0.318
```
Forces are in eV/Å.

## Properties
SMILES = C[C@]1(C=O)CN1O
energy = -361.69375 Ha



Density functional theory data (wB97M-V/def2-TZVPD) for a cluster of 6 separate species, C23H60N4O7 in total.

The geometry in XYZ format:
```
94
Properties=species:S:1:pos:R:3:forces:R:3:mulliken_charge:R:1
O 2.41777 1.65241 -3.07093 -0.337 -0.423 -0.056 -0.581
O 1.23105 -2.63361 2.55082 0.010 -0.033 -0.064 -0.460
O -2.60763 1.39762 2.22331 0.000 -0.059 -0.019 -0.324
O -1.07956 1.45987 -7.34844 -0.040 0.065 0.098 -0.407
O 5.96404 1.85241 1.65747 -0.002 -0.002 0.061 -0.428
O -2.93146 -3.34372 4.37622 0.062 0.068 -0.025 -0.277
O 0.84910 1.20036 -1.50152 -0.020 -0.485 0.039 -0.011
N -2.17715 1.19834 -3.68013 0.333 0.065 0.042 -0.645
N 2.64391 -0.19825 -1.73105 -0.598 0.065 0.118 -0.307
N -0.46233 -0.36067 -3.40034 -0.071 0.001 0.070 -0.587
N -1.96998 0.26906 -1.52980 0.295 -0.208 -0.182 -0.507
C 5.26422 2.85116 0.93311 -0.035 0.059 -0.032 -0.614
C 1.98587 0.93555 -2.20848 0.436 0.478 -0.111 0.376
C -1.60806 2.27487 1.73989 0.081 0.027 -0.083 0.289
C -1.21814 0.68788 -2.71461 -0.098 0.047 0.206 1.090
C -3.89278 -3.96508 3.54249 -0.042 -0.027 -0.058 -0.410
C -4.31694 3.12050 2.64822 0.026 0.003 -0.059 -1.162
C -2.99259 -3.66664 5.75352 0.003 -0.001 0.065 -0.363
C -3.51229 1.94050 3.16580 -0.033 0.003 0.062 -0.329
C -0.51325 -0.93713 -7.21711 0.093 0.069 -0.029 -1.176
C -1.38106 1.49023 -9.79327 -0.054 -0.031 0.039 -1.023
C 4.43213 2.31442 -0.21727 0.026 -0.029 0.062 -0.799
C 6.87879 1.07220 0.90977 0.026 -0.062 -0.021 -0.250
C -5.33146 -3.63674 3.90199 0.017 0.033 0.064 -1.063
C -0.23648 -0.84791 3.40442 0.121 0.027 -0.076 -0.766
C 0.14421 -2.31594 3.40905 -0.093 -0.012 0.045 -0.192
C -1.57240 0.14874 -7.13901 -0.048 -0.125 0.046 -0.220
C 7.99465 1.87284 0.26050 -0.027 0.064 0.015 -1.063
C -0.67936 2.81743 2.81232 -0.025 -0.039 0.080 -1.043
C 3.01359 -2.25376 4.21224 -0.039 -0.038 0.023 -1.196
C -0.46515 1.70432 -8.60066 0.059 0.023 -0.048 -0.349
C -2.80229 -5.14306 6.05497 0.006 -0.019 -0.064 -1.108
C -0.23836 1.77712 -2.23778 -0.113 0.359 0.039 -1.295
C 2.45436 -1.97588 2.82783 0.026 0.047 -0.017 -0.148
H -2.54693 -0.53416 -1.76442 -0.064 0.115 -0.040 0.241
H -0.15432 2.74818 -8.55823 0.007 0.001 0.011 0.321
H -2.79894 -5.30217 7.13384 0.015 0.009 0.009 0.397
H 2.16264 -0.61664 -0.94600 -0.047 -0.121 -0.102 0.200
H -5.60243 -4.00533 4.89219 -0.005 -0.038 -0.017 0.271
H 0.13823 2.36576 -3.07662 0.056 -0.153 0.060 0.436
H -2.99111 2.21044 4.09220 0.017 0.029 -0.021 0.328
H -2.05493 3.09381 1.16382 -0.024 0.004 0.031 0.380
H -2.27159 2.11419 -9.70885 -0.002 0.006 -0.005 0.288
H 2.35815 -0.89532 2.66753 -0.018 0.007 0.036 0.192
H -1.12653 -0.97747 -3.86067 0.043 0.049 0.007 0.286
H 5.04136 1.84979 -0.99229 -0.005 0.033 -0.032 0.271
H -2.18420 -3.09281 6.20805 -0.002 0.014 -0.003 0.329
H -5.49220 -2.55810 3.88584 -0.003 0.003 -0.007 0.250
H 0.09039 3.44214 2.35737 0.002 -0.010 -0.032 0.434
H -3.68454 3.97624 2.40874 0.002 0.010 0.040 0.272
H -0.85754 1.75443 -10.71271 0.005 0.022 -0.001 0.388
H -0.77550 2.41828 -1.53170 0.137 -0.010 -0.171 0.273
H -0.95817 -1.90356 -6.97472 -0.012 0.001 0.012 0.389
H 6.35156 0.47427 0.15735 -0.011 0.034 -0.019 0.245
H -1.70255 0.45188 -9.88374 0.037 -0.008 -0.016 0.265
H 3.14854 -2.34617 2.07250 0.004 -0.007 -0.012 0.399
H 0.02896 -0.91764 -2.70819 0.007 0.019 -0.080 0.205
H 8.68779 1.19874 -0.24409 0.011 -0.014 0.015 0.393
H -1.03012 1.67456 1.03547 -0.023 0.013 -0.032 -0.279
H -0.47102 -0.52490 2.38900 -0.050 0.041 0.017 0.109
H -1.11843 -0.68431 4.02353 -0.035 -0.036 -0.032 0.454
H 3.72754 1.56453 0.14344 -0.011 0.004 0.002 0.162
H -3.60049 -5.75532 5.63368 -0.024 0.009 0.032 0.268
H 8.54583 2.44000 1.01168 0.006 -0.002 0.002 0.284
H -1.28968 -0.05844 -0.84677 -0.179 0.087 0.136 0.164
H 2.81318 -0.86860 -2.46881 0.386 0.158 0.022 0.288
H -2.40159 -0.07008 -7.82185 0.041 0.016 -0.057 0.287
H 3.87179 3.12488 -0.68466 -0.014 0.006 0.008 0.492
H 7.61652 2.57418 -0.48416 -0.004 -0.032 -0.027 0.269
H 3.98114 -1.76307 4.32394 0.011 -0.001 -0.014 0.396
H -0.07513 -1.01710 -8.21289 -0.035 -0.028 -0.016 0.376
H -1.20281 3.42427 3.55251 -0.013 0.033 -0.041 0.336
H 0.56542 -0.21132 3.78416 -0.007 -0.032 0.057 0.286
H -4.18414 1.11704 3.41012 0.007 -0.010 0.005 0.322
H -1.85351 -5.49652 5.64917 0.003 -0.001 0.001 0.303
H -5.03242 3.44108 3.40648 -0.013 -0.014 0.005 0.410
H 2.35981 -1.88047 5.00131 0.015 0.039 -0.009 0.259
H -0.69385 -2.90607 3.04310 0.023 -0.037 0.009 0.045
H -1.99375 0.16853 -6.13473 -0.056 -0.023 -0.019 0.286
H 3.14810 -3.32594 4.36200 0.000 -0.002 0.000 0.306
H 0.44674 1.10565 -8.70590 -0.024 -0.032 0.004 0.305
H -0.19087 1.99383 3.33300 0.012 0.020 0.034 0.127
H 4.61533 3.32226 1.67205 0.004 0.003 0.007 0.350
H 5.95449 3.62531 0.57793 0.025 -0.031 -0.014 0.328
H -3.67168 -3.59371 2.54137 0.014 0.000 -0.001 0.326
H 0.34565 -2.65958 4.43063 0.042 0.015 -0.006 0.239
H 7.30172 0.37275 1.63166 -0.009 -0.003 0.007 0.349
H 0.28893 -0.73422 -6.50594 -0.012 -0.002 0.016 0.244
H -6.00716 -4.09938 3.18190 0.003 0.009 -0.021 0.394
H -3.74143 -5.05045 3.52027 -0.010 0.001 0.040 0.382
H -2.65595 2.00748 -3.29840 -0.054 -0.115 0.020 0.256
H -3.92766 -3.30259 6.19468 -0.018 -0.027 -0.022 0.319
H -1.66572 1.49529 -4.50744 -0.095 0.068 -0.003 0.156
H -4.86585 2.84222 1.74773 -0.001 0.000 -0.002 0.292
```
Forces are in eV/Å.

## Properties
SMILES = NC(=O)OCC(N)(N)N.CCOCC.CCOCC.CCOCC.CCOCC.CCOCC
energy = -1657.97178 Ha



Here are the calculated largest force on an atom numbers, same order: 0.0140; 0.0128 (hartree/bohr).
Here are the calculated HOMO numbers, same order: -9.39; -9.29 (eV).